Record 1
The following is a DFT calculation (ωB97M-V/def2-TZVPD) of a cluster of 5 separate species, C4H16O4 in total.

Structure (XYZ):
```
24
Properties=species:S:1:pos:R:3:forces:R:3
C 4.319 1.329 3.286 -5.0 -1.1 3.2
C 3.860 1.416 2.069 1.1 0.5 -0.2
C 2.431 1.565 1.704 -1.0 1.5 -0.1
C 4.818 1.249 0.921 0.7 0.6 -1.0
H 5.264 1.182 3.627 2.8 -0.3 0.4
H 3.494 1.091 4.137 1.9 1.2 -1.8
H 1.628 1.982 2.384 1.5 -0.7 0.1
H 2.153 0.582 1.412 -0.9 -0.7 -0.8
H 2.364 2.286 0.872 0.0 -0.6 -0.2
H 4.570 0.244 0.449 0.3 1.4 0.1
H 5.934 1.197 1.255 -2.1 0.3 -0.6
H 4.635 2.147 0.199 0.6 -1.8 0.8
O -6.492 0.834 -0.706 -0.4 -0.5 2.5
H -6.495 0.717 -1.641 -0.5 -0.8 -0.8
H -6.983 0.119 -0.199 0.9 1.2 -1.7
O -3.099 -0.579 -4.177 -1.9 2.0 1.2
H -2.818 -1.121 -4.864 1.1 -1.6 -1.4
H -2.575 -0.648 -3.394 0.8 -0.4 0.3
O -6.170 -1.394 -3.484 1.1 -1.2 1.8
H -5.408 -1.484 -2.841 -1.2 0.0 -1.2
H -6.073 -0.507 -3.774 0.2 1.2 -0.7
O 0.366 -3.829 0.678 -1.0 2.0 0.5
H -0.300 -3.642 1.376 0.8 -0.4 -0.7
H 0.577 -4.737 0.712 0.2 -1.6 0.2
```
Forces are in eV/Å.

## Properties
HOMO energy in eV: -9.2
Energy relative to the best compared isomer or geometry (same formula, charge and spin) in eV: 2.3525
Frontier orbital gap in Eh: 0.359
SMILES: C=C(C)C.O.O.O.O
E_tot in eV: -12595.4841



Record 2
The following is a DFT calculation (ωB97M-V/def2-TZVPD) of a structure of composition C47H47Cl2N7O6SeSi2Ti.

Structure (XYZ):
```
113
Properties=species:S:1:pos:R:3:forces:R:3
Ti -0.142 1.263 0.251 0.1 0.1 0.4
Se 4.533 6.233 -3.220 0.0 0.0 0.1
N 3.588 6.328 -1.699 0.1 0.0 -0.1
C 3.114 5.138 -1.471 0.0 -0.1 0.0
C 2.283 4.804 -0.316 0.1 0.0 0.0
C 1.975 5.695 0.680 -0.1 -0.1 0.1
C 1.200 5.259 1.769 0.0 0.0 -0.1
C 0.714 3.971 1.756 0.0 -0.1 0.0
N 0.953 3.103 0.769 -0.2 0.0 -0.1
C 1.797 3.475 -0.234 -0.1 0.2 0.0
C 2.158 2.468 -1.144 0.1 -0.1 -0.2
N 1.656 1.212 -0.912 -0.1 0.0 -0.1
C 2.034 0.226 -1.755 0.0 0.0 0.1
C 2.859 0.412 -2.830 0.0 0.1 0.0
C 3.347 1.709 -3.100 -0.1 -0.2 0.1
C 3.002 2.728 -2.254 0.1 0.1 0.0
C 3.464 4.106 -2.438 0.0 0.0 0.1
N 4.210 4.484 -3.434 0.0 0.1 0.0
H 2.345 6.710 0.620 0.0 0.0 0.0
H 0.951 5.918 2.588 0.0 0.0 0.0
H 0.088 3.608 2.564 0.0 0.0 0.0
H 1.638 -0.753 -1.526 0.0 0.0 -0.1
H 3.092 -0.422 -3.475 0.0 0.0 0.0
H 3.980 1.909 -3.954 0.0 0.0 0.0
O -3.915 1.230 -6.120 0.2 0.1 0.0
C -2.895 1.882 -6.426 -0.1 0.0 -0.2
O -2.443 2.201 -7.545 0.0 -0.1 0.2
C -2.050 2.364 -5.220 0.0 0.0 0.1
C -0.782 2.897 -5.387 0.0 0.0 -0.1
C -0.032 3.253 -4.275 0.0 0.0 0.0
N -0.454 3.113 -3.022 0.0 0.0 0.0
C -1.688 2.622 -2.867 -0.1 -0.1 -0.1
C -2.515 2.244 -3.914 0.1 0.0 -0.1
C -2.160 2.362 -1.471 0.2 0.0 0.3
O -3.272 2.010 -1.163 0.0 0.1 -0.2
O -1.206 2.530 -0.532 -0.1 0.0 -0.2
H -0.405 3.013 -6.396 0.0 0.0 0.0
H 0.969 3.659 -4.398 0.0 0.0 0.0
H -3.495 1.822 -3.735 0.0 0.0 0.0
C -3.547 -0.636 3.811 0.0 -0.2 0.0
Si -2.323 -0.585 2.354 0.1 0.1 -0.1
C -3.248 -1.123 0.808 -0.1 0.0 0.1
C -1.056 -1.884 2.919 -0.1 -0.1 0.0
C -1.457 1.082 2.108 0.1 0.1 0.1
C -0.240 1.010 2.962 -0.1 0.1 0.0
C -0.126 0.983 4.362 0.0 0.1 0.0
C 1.127 0.942 4.934 0.0 0.0 0.0
C 2.266 0.938 4.128 0.0 0.0 0.0
C 2.090 0.930 2.762 0.0 -0.1 0.1
N 0.873 0.925 2.221 -0.1 0.0 -0.3
Si -2.680 2.526 2.411 0.1 -0.2 -0.1
C -2.646 4.086 1.352 0.0 0.0 0.1
C -4.462 1.979 2.161 -0.1 0.1 0.1
C -2.534 3.145 4.202 -0.1 0.0 0.0
H -3.524 -1.658 4.203 0.0 0.0 0.0
H -4.577 -0.421 3.528 0.1 -0.1 0.0
H -3.279 0.030 4.635 0.0 0.0 0.0
H -2.899 -2.089 0.439 0.0 0.0 0.0
H -3.160 -0.397 -0.005 0.0 0.0 0.1
H -4.312 -1.219 1.039 0.0 0.0 -0.1
H -1.367 -2.866 2.545 0.0 0.1 0.0
H -1.060 -1.937 4.011 0.1 0.0 0.0
H -0.031 -1.706 2.595 0.0 0.0 0.0
H -1.018 1.000 4.971 0.0 0.0 0.0
H 1.226 0.920 6.013 0.0 0.0 0.0
H 3.262 0.933 4.549 0.0 0.0 0.0
H 2.921 0.915 2.068 0.0 0.0 0.0
H -3.214 3.903 0.441 0.0 0.0 0.0
H -1.687 4.502 1.062 0.1 0.0 0.1
H -3.186 4.834 1.943 0.0 0.0 -0.1
H -4.606 1.545 1.169 0.0 0.0 0.0
H -5.063 2.893 2.199 0.0 0.0 0.0
H -4.847 1.298 2.917 0.0 0.2 -0.1
H -1.518 3.225 4.591 0.0 0.0 -0.1
H -3.094 2.502 4.888 0.0 0.0 0.0
H -2.978 4.143 4.252 0.0 0.0 0.0
C 3.306 -7.204 -0.699 0.0 0.0 0.0
C 2.322 -6.453 0.158 0.0 0.0 0.0
C 2.069 -6.886 1.453 0.0 0.0 0.0
C 1.186 -6.199 2.273 0.0 0.0 0.0
C 0.519 -5.092 1.782 0.0 0.0 0.0
C 0.756 -4.650 0.482 -0.1 0.0 0.0
N 0.085 -3.490 0.041 0.0 -0.2 0.0
C -0.742 -3.408 -1.058 0.0 -0.1 0.0
C -1.180 -4.549 -1.744 0.0 0.0 0.0
C -2.003 -4.432 -2.848 0.0 -0.1 0.0
C -2.426 -3.192 -3.316 0.0 0.1 0.0
C -2.006 -2.059 -2.649 0.1 -0.1 -0.1
C -1.172 -2.155 -1.532 0.0 0.1 -0.1
C -0.735 -0.908 -0.904 0.3 0.1 -0.1
O -0.844 0.204 -1.481 -0.3 0.0 0.2
O -0.172 -0.868 0.248 0.1 0.1 0.2
C 1.686 -5.306 -0.335 0.0 0.0 0.0
C 2.034 -4.777 -1.697 0.0 0.0 -0.1
H 3.575 -8.153 -0.236 0.0 0.0 0.0
H 4.228 -6.634 -0.847 0.0 0.0 0.0
H 2.901 -7.412 -1.691 0.0 0.0 0.0
H 2.574 -7.771 1.823 0.0 0.0 0.0
H 1.002 -6.537 3.285 0.0 0.0 0.0
H -0.195 -4.553 2.394 0.1 -0.1 0.0
H 0.074 -2.691 0.656 0.0 0.0 0.0
H -0.878 -5.526 -1.390 0.0 0.0 0.0
H -2.330 -5.335 -3.351 0.0 0.0 0.0
H -3.064 -3.105 -4.185 0.0 0.0 0.0
H -2.299 -1.072 -2.986 0.0 0.0 0.0
H 1.771 -3.724 -1.786 0.0 0.0 0.0
H 1.506 -5.306 -2.495 0.0 0.0 0.0
H 3.103 -4.880 -1.891 0.0 0.0 0.0
Cl 5.115 0.119 0.234 0.0 0.0 0.0
C 4.659 -1.585 0.424 0.0 0.1 0.0
Cl 2.963 -1.771 0.879 0.0 -0.1 0.0
H 5.278 -2.017 1.200 0.0 0.0 0.0
H 4.812 -2.081 -0.526 0.0 0.0 0.0
```
Forces are in eV/Å.

## Properties
<S²>: 0.764
Multiplicity: 2
HOMO energy (spin up / spin down) in eV: -3.6 / -5.0
Total charge: -1
Energy relative to the best compared isomer or geometry (same formula, charge and spin) in eV: 0.3317
Frontier orbital gap (spin up / spin down) in Eh: 0.178 / 0.232
E_tot in eV: -201488.7721



Record 3
The following is a DFT calculation (ωB97M-V/def2-TZVPD) of a cluster of 13 separate species, C23H64F2N25O12S in total.

Structure (XYZ):
```
127
Properties=species:S:1:pos:R:3:forces:R:3
C 6.041 1.150 2.846 -0.5 0.2 0.0
C 5.612 2.614 2.707 0.0 -0.3 0.4
C 4.490 2.840 1.659 0.7 -0.4 1.0
C 3.272 2.141 2.161 -0.4 0.1 -0.4
C 2.369 2.794 3.003 0.0 -0.7 -0.2
C 1.268 2.121 3.497 0.2 0.5 0.8
S 0.091 2.933 4.534 -0.2 0.3 0.0
N 1.101 0.828 3.142 0.2 0.3 -0.1
F 0.038 0.204 3.672 0.0 -0.1 0.0
C 1.898 0.138 2.315 0.6 -0.1 -0.2
C 1.678 -1.311 1.915 -0.5 0.0 -0.8
F 2.362 -2.101 2.811 0.1 0.0 0.4
C 0.229 -1.755 1.695 -0.1 -0.4 1.2
C -0.262 -2.595 2.894 0.3 0.3 -0.4
C 3.003 0.818 1.821 -0.3 0.1 0.3
H 7.044 1.061 3.245 0.2 0.0 -0.1
H 5.380 0.637 3.542 0.0 -0.1 0.1
H 5.944 0.625 1.897 0.4 -0.1 -0.1
H 6.458 3.258 2.490 0.1 0.1 -0.3
H 5.238 2.925 3.684 0.0 0.3 0.1
H 4.340 3.911 1.610 -0.2 0.1 -0.3
H 4.832 2.405 0.724 -0.1 0.2 -0.3
H 2.541 3.822 3.274 -0.2 0.1 0.2
H 0.424 2.435 5.754 0.0 -0.3 -0.1
H 2.211 -1.412 0.971 0.1 0.1 -0.1
H 0.158 -2.374 0.805 0.0 0.2 -0.2
H -0.415 -0.886 1.591 0.0 0.1 -0.4
H -0.035 -2.123 3.845 0.1 0.0 0.2
H -1.328 -2.772 2.844 -0.1 -0.2 -0.1
H 0.257 -3.543 2.850 -0.2 -0.3 0.2
H 3.670 0.291 1.161 0.0 -0.2 -0.1
C -0.321 -4.029 -1.776 0.1 0.0 -0.2
O -0.731 -3.315 -0.851 -0.1 -0.2 0.0
N 0.992 -4.092 -2.103 0.1 -0.1 0.4
N -1.135 -4.795 -2.538 -0.2 0.2 0.1
H 1.335 -4.656 -2.857 -0.1 0.1 -0.1
H 1.632 -3.531 -1.577 0.0 0.1 -0.1
H -2.113 -4.782 -2.328 0.0 0.1 -0.1
H -0.788 -5.370 -3.293 0.0 -0.1 0.3
C 0.980 -7.610 -2.895 0.0 -0.2 0.2
O 0.379 -6.882 -3.687 0.2 0.2 -0.2
N 2.340 -7.638 -2.834 0.0 0.1 0.0
N 0.340 -8.430 -2.032 0.1 0.0 0.0
H 2.846 -8.225 -2.197 0.0 0.0 0.0
H 2.848 -7.050 -3.467 0.0 -0.1 0.0
H -0.663 -8.433 -2.052 0.0 0.0 0.0
H 0.814 -9.037 -1.382 -0.1 -0.1 0.0
C -3.073 4.654 1.171 0.2 -0.2 0.1
O -3.607 5.298 0.285 -0.1 0.1 0.1
N -1.718 4.540 1.271 -0.1 -0.1 -0.3
N -3.795 3.986 2.128 -0.2 -0.1 -0.2
H -1.271 4.007 1.991 -0.1 0.1 0.1
H -1.148 5.024 0.586 0.0 0.1 0.3
H -4.800 4.055 2.093 0.0 0.1 0.1
H -3.367 3.452 2.861 0.0 0.1 0.1
C -6.906 1.890 1.012 0.0 0.0 -0.1
O -7.171 2.692 1.892 0.0 0.1 0.1
N -5.618 1.642 0.634 -0.1 -0.1 0.1
N -7.867 1.184 0.344 0.0 0.0 0.1
H -5.356 0.992 -0.082 0.0 0.0 0.0
H -4.919 2.169 1.122 0.2 0.0 -0.2
H -8.822 1.351 0.600 0.0 0.0 0.0
H -7.661 0.526 -0.383 0.0 0.0 0.0
C -2.855 7.691 -2.532 0.0 0.1 0.2
O -3.200 6.709 -3.165 0.0 0.0 -0.1
N -2.772 7.721 -1.173 0.0 -0.1 -0.1
N -2.511 8.869 -3.159 0.1 0.0 0.0
H -2.475 8.535 -0.672 0.0 0.0 0.0
H -3.017 6.886 -0.652 0.0 0.0 -0.1
H -2.562 8.890 -4.159 0.0 0.0 0.0
H -2.228 9.692 -2.664 -0.1 0.0 0.0
C -1.387 1.228 7.961 -0.2 -0.1 0.1
O -0.338 1.808 7.704 0.2 0.1 -0.3
N -2.169 1.587 9.013 0.1 0.0 0.0
N -1.848 0.181 7.216 0.1 0.1 0.0
H -3.029 1.125 9.242 0.0 0.0 0.0
H -1.857 2.352 9.581 0.0 0.0 0.0
H -1.292 -0.116 6.437 0.0 -0.1 0.0
H -2.703 -0.302 7.417 0.0 0.0 0.0
C 1.469 5.855 -0.162 0.1 0.1 -0.2
O 0.365 6.162 0.264 0.1 0.0 0.0
N 2.037 6.433 -1.246 0.0 0.0 -0.2
N 2.233 4.882 0.433 -0.1 0.0 -0.1
H 2.952 6.183 -1.581 0.1 0.2 0.2
H 1.518 7.156 -1.710 -0.1 -0.1 0.0
H 1.844 4.429 1.232 -0.1 0.0 0.0
H 3.136 4.615 0.092 0.0 0.1 -0.1
C -0.334 -11.727 0.096 -0.1 -0.1 0.1
O 0.613 -10.977 -0.091 0.1 0.2 -0.1
N -1.224 -11.537 1.114 0.0 0.1 -0.1
N -0.574 -12.811 -0.696 0.0 0.1 0.0
H -2.003 -12.143 1.284 0.0 0.0 0.0
H -1.072 -10.750 1.717 0.0 0.0 0.0
H 0.063 -12.981 -1.451 0.0 0.0 0.0
H -1.343 -13.437 -0.554 0.0 0.0 0.0
C -3.236 -5.128 1.681 -0.2 0.0 -0.2
O -2.421 -4.853 2.545 0.0 0.0 0.1
N -3.105 -4.713 0.389 0.2 0.1 0.1
N -4.356 -5.875 1.947 0.1 0.0 0.0
H -3.779 -4.935 -0.318 -0.1 0.0 0.0
H -2.293 -4.155 0.145 0.0 0.0 -0.1
H -4.484 -6.192 2.889 0.0 0.0 0.0
H -5.039 -6.108 1.253 0.0 0.0 0.0
C 0.525 -3.101 -5.895 -0.1 0.0 -0.2
O 0.999 -2.513 -4.934 0.1 -0.1 0.1
N 0.142 -2.466 -7.037 0.1 0.1 0.1
N 0.334 -4.461 -5.895 0.1 0.1 0.1
H -0.241 -2.953 -7.823 0.0 0.0 0.0
H 0.243 -1.463 -7.084 -0.1 0.1 0.1
H 0.598 -4.969 -5.071 0.0 -0.2 -0.1
H -0.057 -4.961 -6.669 0.0 0.0 0.0
C -0.806 1.504 -6.527 -0.1 0.1 0.2
O -0.222 0.521 -6.952 0.1 -0.1 -0.2
N -1.887 2.047 -7.160 0.0 0.0 0.0
N -0.423 2.137 -5.379 0.0 0.0 0.0
H -2.377 2.852 -6.820 0.0 0.0 0.0
H -2.195 1.606 -8.005 0.0 0.0 0.0
H 0.365 1.757 -4.889 0.0 0.0 0.0
H -0.891 2.943 -5.012 0.0 0.0 0.0
C 5.915 7.553 -1.615 0.1 0.1 -0.1
O 5.239 6.713 -1.035 -0.1 -0.2 0.0
N 5.367 8.666 -2.181 0.0 -0.1 0.0
N 7.268 7.443 -1.736 -0.1 0.0 0.0
H 5.906 9.363 -2.658 0.0 0.0 0.0
H 4.375 8.784 -2.104 0.0 0.0 0.0
H 7.704 6.637 -1.329 0.0 0.0 0.0
H 7.835 8.122 -2.205 0.0 0.0 0.0
```
Forces are in eV/Å.

## Properties
HOMO energy in eV: -10.4
Total charge: +1
Frontier orbital gap in Eh: 0.242
E_tot in eV: -102987.5028



Record 4
The following is a DFT calculation (ωB97M-V/def2-TZVPD) of a cluster of 2 separate species, C24H22N4O3 in total.

Structure (XYZ):
```
53
Properties=species:S:1:pos:R:3:forces:R:3
O 0.575 1.890 1.329 -1.6 0.9 -0.3
C -0.444 2.532 1.089 0.6 -0.9 -0.1
C -0.882 3.856 1.602 0.2 0.6 0.3
C -0.275 4.700 2.522 -0.2 -0.1 -0.1
C -0.891 5.934 2.781 -0.2 -0.1 -0.2
C -2.076 6.301 2.117 0.2 -0.3 0.0
C -2.659 5.445 1.170 0.1 -0.1 0.1
C -2.042 4.227 0.936 -0.1 0.7 0.1
C -2.386 3.175 -0.056 -0.6 -0.4 -0.7
O -3.241 3.170 -0.929 1.2 -0.1 1.2
N -1.459 2.147 0.197 0.1 -0.5 -0.4
C -1.321 0.978 -0.683 -0.1 0.6 0.5
C -0.163 1.190 -1.644 0.4 0.6 -0.7
C -0.430 0.938 -3.135 0.2 -0.3 0.3
C 1.007 0.828 -3.698 -0.2 0.2 -0.1
C 1.896 0.470 -2.485 0.1 0.3 0.2
N 0.956 0.317 -1.368 0.8 0.1 0.2
H 0.643 4.376 3.009 -0.2 0.2 0.0
H -0.448 6.620 3.503 -0.1 -0.2 -0.2
H -2.543 7.260 2.340 0.2 -0.3 -0.1
H -3.568 5.688 0.624 0.2 0.1 0.2
H -1.139 0.112 -0.037 -0.1 0.1 -0.2
H -2.270 0.876 -1.211 0.1 0.0 0.1
H 0.165 2.254 -1.590 -0.3 -0.2 0.2
H -0.960 -0.015 -3.262 0.0 0.2 -0.1
H -1.026 1.743 -3.578 0.1 -0.2 0.0
H 1.076 0.082 -4.493 0.0 0.2 0.1
H 1.320 1.804 -4.086 -0.1 -0.3 -0.1
H 2.476 -0.447 -2.629 -0.1 0.1 0.0
H 2.602 1.300 -2.297 -0.1 -0.3 0.0
H 1.373 0.490 -0.450 -0.2 0.1 -0.4
C 1.712 -5.274 4.164 -0.4 0.2 -0.2
O 0.528 -4.573 3.729 0.4 -0.1 -0.3
C 0.528 -4.004 2.494 0.3 0.2 -0.6
C -0.626 -3.263 2.134 0.6 -0.4 0.5
C -0.678 -2.622 0.919 0.3 -0.1 -0.7
C 0.377 -2.741 -0.021 0.4 0.0 0.9
C 0.205 -2.184 -1.354 -0.7 -1.2 -0.9
C 0.588 -2.873 -2.482 -0.2 0.4 0.9
C 0.192 -2.476 -3.790 -1.0 1.0 -2.8
N -0.158 -2.170 -4.869 0.9 -0.7 2.6
C 1.217 -4.157 -2.430 1.4 -2.5 -0.1
N 1.722 -5.216 -2.437 -1.2 2.5 0.0
C 1.536 -3.450 0.361 -0.5 0.2 -0.3
C 1.612 -4.096 1.583 -0.5 0.0 0.8
H 1.492 -5.562 5.192 0.1 0.0 -0.2
H 1.888 -6.170 3.551 -0.1 0.2 0.1
H 2.597 -4.621 4.132 -0.3 -0.1 0.0
H -1.449 -3.216 2.843 0.2 0.0 -0.1
H -1.567 -2.060 0.629 0.2 -0.2 0.2
H -0.471 -1.340 -1.463 0.2 -0.6 -0.1
H 2.389 -3.494 -0.316 -0.3 0.0 0.2
H 2.499 -4.680 1.842 -0.3 0.3 -0.1
```
Forces are in eV/Å.

## Properties
HOMO energy in eV: -8.5
Energy relative to the best compared isomer or geometry (same formula, charge and spin) in eV: 3.2164
Frontier orbital gap in Eh: 0.283
SMILES: O=C1c2ccccc2C(=O)N1C[C@@H]1CCCN1.COc1ccc(C=C(C#N)C#N)cc1
E_tot in eV: -37346.9422



Number 1: maximum force 0.11776 Eh/bohr. Number 2: maximum force 0.00890 Eh/bohr. Number 3: maximum force 0.02514 Eh/bohr. Number 4: maximum force 0.06145 Eh/bohr.